1.
Here is 12 unconnected molecules or ions with the total composition C26H76O12 in a non-equilibrium geometry from the OMol25 dataset. Energies are from ωB97M-V/def2-TZVPD.

As for the SMILES: CC(C)O.CC(C)O.CCO.CCO.CCO.CCO.CCO.CCO.CCO.CCO.CCO.CCO. As for the energy relative to the best compared isomer or geometry (same formula, charge and spin): 1.9644 eV. The multiplicity is 1.

The geometry in XYZ format:
```
114
Properties=species:S:1:pos:R:3:lowdin_charge:R:1
C 12.63901 8.94708 11.86666 -0.033
C 11.16643 8.53886 11.53452 -0.476
C 10.99659 7.08312 11.10426 -0.041
O 10.39782 8.78638 12.68126 -0.063
H 12.95125 8.09492 12.47034 0.072
H 12.67070 9.86570 12.45248 0.065
H 13.33848 8.95830 11.03076 0.072
H 10.78639 9.24382 10.79514 0.118
H 11.39218 6.36942 11.82690 0.083
H 11.51597 6.87278 10.16933 0.078
H 9.94442 6.92526 10.86738 0.085
H 10.69381 8.20304 13.38390 0.106
C 18.56028 14.51428 13.57070 -0.054
C 18.13761 13.16404 12.96240 -0.461
C 16.65653 13.09106 12.52056 -0.055
O 19.00474 12.85106 11.86892 -0.048
H 19.61373 14.76156 13.43956 0.079
H 18.43807 14.60216 14.65026 0.072
H 18.02402 15.37326 13.16734 0.054
H 18.27874 12.39970 13.72658 0.131
H 15.97925 13.10826 13.37444 0.067
H 16.46485 12.09742 12.11556 0.077
H 16.48159 13.88252 11.79180 0.069
H 18.74183 13.46728 11.18134 0.083
C 13.98515 16.33384 15.25340 -0.055
C 15.46057 16.13010 14.85210 -0.333
O 16.02670 17.24112 14.28918 -0.072
H 13.49195 15.36640 15.34794 0.053
H 13.42153 16.86850 14.48882 0.065
H 13.88447 16.80296 16.23210 0.078
H 15.45565 15.36444 14.07632 0.086
H 16.05379 15.73596 15.67722 0.119
H 16.94106 17.39718 14.53656 0.104
C 7.56551 10.85726 15.13782 -0.073
C 8.53052 11.44480 14.09160 -0.302
O 8.34439 10.74188 12.88346 -0.090
H 6.53791 10.91040 14.77820 0.075
H 7.56353 11.40352 16.08104 0.066
H 7.79661 9.81888 15.37542 0.068
H 9.57601 11.40374 14.39716 0.106
H 8.28353 12.49548 13.93944 0.104
H 9.12818 10.18803 12.86062 0.036
C 9.35568 14.04800 9.10430 -0.079
C 8.51915 12.94120 9.65968 -0.321
O 9.14468 12.61534 10.84704 -0.095
H 9.39599 14.92644 9.74836 0.078
H 8.87783 14.33268 8.16690 0.081
H 10.37602 13.73408 8.88414 0.055
H 8.44614 12.03874 9.05280 0.116
H 7.49160 13.23010 9.88054 0.120
H 8.73840 11.84968 11.25972 0.060
C 12.22502 11.16340 8.95820 -0.094
C 12.49875 10.05254 7.98860 -0.294
O 13.42365 10.55576 6.99230 -0.084
H 13.07740 11.56482 9.50628 0.080
H 11.38707 10.96604 9.62677 0.054
H 11.85999 12.05302 8.44495 0.061
H 11.57943 9.79989 7.46028 0.111
H 12.88914 9.12692 8.41157 0.103
H 12.84760 10.99288 6.36088 0.075
C 9.59545 18.02428 11.33218 -0.062
C 11.01465 17.70622 11.86800 -0.301
O 11.97262 18.37057 11.05592 -0.094
H 9.39638 17.76780 10.29166 0.050
H 9.49119 19.10824 11.37946 0.072
H 8.79820 17.51100 11.86980 0.061
H 11.10787 16.62824 11.73618 0.070
H 11.19712 17.97462 12.90856 0.104
H 12.86634 18.07997 11.25190 0.023
C 12.72113 11.85066 16.57334 -0.070
C 13.58206 10.79792 15.88886 -0.370
O 14.82157 10.80430 16.46761 -0.057
H 13.05555 12.87158 16.38894 0.060
H 12.60191 11.62102 17.63218 0.082
H 11.71648 11.90802 16.15442 0.059
H 13.69420 10.95998 14.81684 0.099
H 13.12243 9.81704 16.01024 0.109
H 15.30664 10.19246 15.90908 0.089
C 11.68994 16.46908 8.34032 -0.075
C 10.64408 17.25820 7.56950 -0.333
O 11.11212 17.57334 6.28758 -0.070
H 12.69427 16.88944 8.28807 0.075
H 11.79468 15.44942 7.96968 0.063
H 11.34057 16.34354 9.36516 0.041
H 10.42045 18.15338 8.14978 0.103
H 9.68632 16.76124 7.41516 0.103
H 10.41796 18.09438 5.87740 0.081
C 15.94395 17.85346 9.83110 -0.061
C 15.61980 17.18260 11.17654 -0.299
O 14.60449 17.97198 11.79306 -0.092
H 16.88089 17.41797 9.48383 0.071
H 16.18864 18.88752 10.07389 0.079
H 15.10977 17.80428 9.13123 0.069
H 16.53645 17.15248 11.76556 0.095
H 15.27966 16.15073 11.08922 0.093
H 14.72809 17.85140 12.73740 0.055
C 10.00656 16.50148 15.55382 -0.093
C 8.86202 15.59072 15.26132 -0.329
O 8.56621 15.64522 13.88840 -0.093
H 10.90786 16.26198 14.98958 0.050
H 10.39227 16.53822 16.57263 0.072
H 9.72499 17.53202 15.33744 0.081
H 7.98229 15.96786 15.78280 0.114
H 9.06564 14.54668 15.49930 0.102
H 9.30224 15.17748 13.48706 0.017
C 12.70735 14.31594 11.77356 -0.050
C 11.90334 13.65154 12.89894 -0.269
O 10.61889 14.17834 12.84280 -0.108
H 13.59702 13.76128 11.47536 0.062
H 13.07218 15.29048 12.09806 0.055
H 12.19172 14.56858 10.84706 0.067
H 12.27956 13.71592 13.91992 0.102
H 11.72589 12.60436 12.65394 0.103
H 10.23080 13.76598 12.06760 0.055
```


2.
Here is 13 unconnected molecules or ions with the total composition C26H78O13S13 in a non-equilibrium geometry from the OMol25 dataset. Energies are from ωB97M-V/def2-TZVPD.

As for the energy relative to the best compared isomer or geometry (same formula, charge and spin): 3.8783 eV. The multiplicity is 1.

The geometry in XYZ format:
```
130
Properties=species:S:1:pos:R:3:lowdin_charge:R:1
C -1.95960 -19.75359 14.94103 -0.267
S -3.24312 -19.22768 16.14388 0.843
O -3.30146 -20.27628 17.22633 -0.585
C -2.17514 -17.90773 16.85838 -0.258
H -2.15044 -20.80275 14.69208 0.047
H -0.98651 -19.82597 15.42951 0.047
H -1.93104 -19.23622 13.98470 0.053
H -2.65230 -17.00300 17.25335 0.038
H -1.69778 -17.40723 16.01323 0.033
H -1.56067 -18.23956 17.69203 0.059
C -4.24101 -12.30187 16.55068 -0.251
S -4.57079 -13.13535 14.98610 0.818
O -6.06105 -13.30873 14.84583 -0.566
C -4.06025 -11.77467 13.87616 -0.267
H -3.35614 -11.68290 16.36864 0.016
H -3.79393 -13.08465 17.16776 0.032
H -5.01085 -11.70928 17.03450 0.069
H -4.74349 -10.93851 14.06769 0.058
H -4.37053 -11.99796 12.85329 0.044
H -3.03260 -11.43426 13.95742 0.043
C -4.50425 -10.74423 20.16573 -0.251
S -6.12500 -9.86897 20.44069 0.847
O -7.07245 -10.30928 19.34697 -0.572
C -6.39720 -10.84958 21.94007 -0.297
H -4.13453 -10.67880 19.14319 0.019
H -4.46236 -11.80534 20.41618 0.037
H -3.80849 -10.25166 20.85019 0.038
H -6.22697 -11.87523 21.64137 0.021
H -7.46241 -10.74129 22.14175 0.039
H -5.84297 -10.43281 22.77615 0.058
C 0.04721 -10.12487 19.37647 -0.249
S -1.19724 -10.83230 18.26938 0.793
O -2.01968 -9.70926 17.71922 -0.545
C -0.15462 -11.52152 16.91379 -0.213
H 0.72486 -9.52202 18.75962 0.049
H 0.77861 -10.83758 19.76424 0.043
H -0.43697 -9.55091 20.15827 0.046
H 0.22944 -12.51732 17.11153 0.010
H 0.66380 -10.82470 16.72430 0.049
H -0.85137 -11.58122 16.08071 0.040
C -0.67270 -15.31184 20.67430 -0.235
S -1.86389 -14.59882 19.47882 0.810
O -2.09556 -13.17785 19.85994 -0.607
C -3.37766 -15.50103 19.77952 -0.264
H -1.04504 -15.81491 21.57845 0.056
H -0.18831 -14.54939 21.29427 0.032
H 0.04230 -15.97663 20.19631 0.009
H -3.17588 -16.57726 19.76523 0.040
H -4.15657 -15.36417 19.02610 0.033
H -3.90231 -15.31705 20.72130 0.052
C -1.56653 -17.44313 24.97498 -0.259
S 0.18617 -17.74850 25.30731 0.809
O 0.17687 -18.35852 26.68150 -0.569
C 0.50107 -19.15614 24.19612 -0.262
H -2.00891 -18.45220 25.04951 0.049
H -1.90013 -17.28241 23.94631 0.038
H -2.14682 -16.95024 25.75229 0.042
H -0.32070 -19.86893 24.10186 0.046
H 1.40284 -19.60338 24.60380 0.044
H 0.63118 -18.82369 23.16178 0.037
C -7.87423 -18.12771 17.17754 -0.266
S -6.53468 -18.11017 18.37546 0.822
O -6.25531 -16.70790 18.85977 -0.551
C -7.54555 -18.91941 19.65869 -0.256
H -7.54610 -17.54007 16.32366 0.055
H -8.73384 -17.67302 17.67851 0.056
H -8.25920 -19.11186 16.91657 0.058
H -8.35389 -18.31119 20.05510 0.057
H -6.89047 -19.31342 20.43536 0.024
H -7.92696 -19.84728 19.22272 0.055
C 1.88354 -14.85326 15.52137 -0.253
S 1.03610 -15.26341 17.08322 0.808
O -0.42528 -15.10041 16.67540 -0.583
C 1.29661 -17.06360 16.92537 -0.249
H 1.46193 -13.92271 15.14265 0.045
H 1.57580 -15.59696 14.78364 0.052
H 2.97296 -14.83886 15.51873 0.053
H 0.72894 -17.48008 16.09375 0.046
H 0.81173 -17.39338 17.84465 0.036
H 2.32646 -17.38695 16.78704 0.061
C -7.63893 -14.69370 21.47060 -0.248
S -8.64557 -13.86885 22.75662 0.876
O -7.84351 -12.75466 23.40532 -0.585
C -8.51928 -15.25492 23.95235 -0.258
H -8.01163 -15.69436 21.27087 0.041
H -6.58842 -14.72803 21.75752 0.038
H -7.71386 -14.04801 20.59568 0.054
H -8.92807 -14.98336 24.92364 0.051
H -7.47620 -15.51852 24.14529 0.044
H -8.98880 -16.16004 23.56582 0.047
C -1.66826 -10.65268 23.63844 -0.253
S -1.07011 -12.36557 23.53867 0.799
O -0.88429 -12.82002 24.95415 -0.561
C 0.62119 -11.83659 23.04346 -0.242
H -2.63744 -10.59126 24.13169 0.049
H -1.65286 -10.10956 22.69443 0.046
H -0.98080 -10.15309 24.32472 0.050
H 1.44470 -12.49542 23.31160 0.053
H 0.84974 -10.85741 23.46116 0.046
H 0.59161 -11.79217 21.95150 0.021
C -1.41906 -20.98414 20.82438 -0.255
S -2.87264 -20.22929 21.65423 0.822
O -2.80413 -18.74086 21.57318 -0.565
C -4.15493 -20.75042 20.44476 -0.251
H -1.27352 -20.99322 19.74423 0.053
H -1.05234 -21.90309 21.28563 0.049
H -0.60723 -20.32175 21.16010 0.032
H -5.20129 -20.68305 20.73981 0.026
H -4.05482 -21.73873 19.99768 0.059
H -4.02172 -20.00369 19.65689 0.021
C 4.19212 -15.57463 19.65097 -0.237
S 2.99770 -15.77235 21.06535 0.807
O 2.30355 -17.09213 20.85097 -0.564
C 4.26834 -15.99509 22.29881 -0.274
H 4.86884 -16.42032 19.52599 0.058
H 4.80740 -14.67988 19.76442 0.052
H 3.62350 -15.44598 18.73090 0.012
H 4.88290 -16.80314 21.89091 0.053
H 3.90623 -16.33363 23.26598 0.058
H 4.92752 -15.13219 22.38306 0.059
C -5.70480 -13.11133 25.89445 -0.265
S -4.13868 -13.86638 25.52719 0.828
O -4.22561 -15.28547 26.08238 -0.561
C -4.36016 -13.97094 23.75315 -0.262
H -6.37498 -13.97661 25.96220 0.046
H -6.11762 -12.53753 25.06623 0.026
H -5.76017 -12.64713 26.87484 0.054
H -5.21155 -14.61656 23.53738 0.039
H -3.48541 -14.34548 23.22831 0.037
H -4.56724 -12.92927 23.49936 0.039
```


| no. | Kohn-Sham gap (hartree) |
| --- | --- |
| 1 | 0.3498 |
| 2 | 0.2923 |